Entry 1:
{
  "formula": "C29H23N5O6Ru",
  "method": "ωB97M-V/def2-TZVPD",
  "homo_ev": [-16.8, -16.8],
  "spin_multiplicity": 2,
  "gap_ev": [6.53, 6.20],
  "e_above_lowest_kcal_mol": 0.0,
  "total_charge": 3,
  "lumo_ev": [-10.22, -10.56],
  "elements": ["Ru", "O", "C", "O", "C", "C", "C", "C", "C", "N", "C", "O", "O", "H", "H", "H", "H", "H", "N", "C", "C", "C", "C", "C", "C", "C", "C", "N", "C", "H", "H", "H", "H", "H", "H", "H", "H", "O", "C", "O", "C", "C", "C", "C", "C", "C", "N", "C", "C", "C", "C", "C", "C", "N", "H", "H", "H", "H", "H", "H", "H", "H", "H", "H"],
  "xyz": [[-0.53, -0.33, 0.19], [1.51, -3.84, 1.89], [0.99, -2.68, 1.58], [0.05, -2.52, 0.81], [1.60, -1.53, 2.28], [2.71, -1.59, 3.11], [3.13, -0.42, 3.73], [2.38, 0.74, 3.55], [1.27, 0.69, 2.72], [0.92, -0.41, 2.07], [0.35, 1.81, 2.42], [0.23, 2.84, 3.20], [-0.34, 1.73, 1.40], [1.05, -4.58, 1.46], [3.23, -2.53, 3.26], [4.01, -0.42, 4.35], [2.69, 1.66, 4.03], [0.77, 2.81, 4.01], [-1.36, 1.49, -1.06], [-2.79, 1.42, -1.16], [-3.53, 2.06, -2.11], [-4.94, 2.09, -2.01], [-5.57, 1.43, -0.99], [-4.82, 0.67, -0.06], [-5.40, -0.11, 0.96], [-4.59, -0.87, 1.78], [-3.21, -0.85, 1.57], [-2.63, -0.11, 0.63], [-3.42, 0.66, -0.17], [-1.10, 1.95, -0.19], [-0.91, 1.94, -1.85], [-3.04, 2.61, -2.91], [-5.52, 2.65, -2.73], [-6.65, 1.47, -0.89], [-6.47, -0.12, 1.08], [-5.01, -1.49, 2.56], [-2.56, -1.46, 2.19], [6.22, 3.49, 0.35], [5.99, 2.67, -0.70], [6.77, 2.55, -1.58], [4.68, 1.91, -0.72], [4.71, 0.66, -1.33], [3.54, -0.07, -1.49], [2.34, 0.46, -1.04], [2.31, 1.69, -0.41], [3.48, 2.42, -0.26], [1.09, -0.26, -1.24], [0.96, -1.00, -2.26], [-0.24, -1.79, -2.34], [-0.45, -2.73, -3.32], [-1.59, -3.52, -3.26], [-2.47, -3.33, -2.20], [-2.20, -2.35, -1.27], [-1.11, -1.58, -1.33], [5.51, 3.48, 1.02], [5.65, 0.27, -1.70], [3.58, -1.04, -1.96], [1.37, 2.10, -0.07], [3.43, 3.41, 0.18], [1.70, -1.06, -3.05], [0.27, -2.85, -4.12], [-1.78, -4.28, -4.00], [-3.36, -3.94, -2.10], [-2.88, -2.17, -0.45]]
}

***

Entry 2:
{
  "formula": "C5H13N3",
  "method": "ωB97M-V/def2-TZVPD",
  "homo_ev": -7.5,
  "gap_ev": 4.82,
  "e_above_lowest_kcal_mol": 167.1,
  "total_charge": 0,
  "lumo_ev": -2.66,
  "elements": ["C", "C", "C", "C", "N", "C", "N", "N", "H", "H", "H", "H", "H", "H", "H", "H", "H", "H", "H", "H", "H"],
  "xyz": [[1.94, 0.73, 1.16], [1.11, 0.33, -0.07], [0.35, -1.01, 0.15], [-0.64, -1.14, -0.98], [-1.13, 1.00, 1.00], [-2.16, 0.55, 0.15], [-1.67, -0.15, -1.10], [1.84, 0.28, -1.24], [1.31, 0.79, 2.06], [2.65, -0.07, 1.41], [2.46, 1.67, 0.94], [-2.73, -0.20, 0.73], [-0.08, -1.08, 1.15], [1.10, -1.79, 0.05], [0.00, -1.03, -1.88], [-1.08, -2.12, -1.06], [-0.80, 1.91, 0.64], [-2.89, 1.31, -0.16], [0.37, 1.14, -0.22], [-2.45, -0.59, -1.57], [2.49, -0.54, -1.18]]
}

***

Entry 3:
{
  "formula": "C32H37As2F3N3O4PbS2",
  "method": "ωB97M-V/def2-TZVPD",
  "homo_ev": -10.5,
  "gap_ev": 7.49,
  "total_charge": 1,
  "lumo_ev": -2.98,
  "elements": ["Pb", "N", "C", "C", "O", "O", "H", "H", "H", "H", "C", "As", "C", "C", "S", "H", "H", "H", "H", "H", "H", "H", "H", "H", "F", "C", "F", "F", "C", "C", "C", "C", "C", "C", "C", "C", "H", "H", "H", "H", "C", "As", "C", "C", "S", "H", "H", "H", "H", "H", "H", "H", "H", "H", "O", "C", "N", "C", "C", "O", "N", "C", "C", "C", "C", "C", "C", "C", "C", "C", "C", "C", "C", "H", "H", "H", "H", "H", "H", "H", "H", "H", "H", "H"],
  "xyz": [[0.34, -2.63, -0.92], [1.81, -4.37, -1.87], [3.02, -4.40, -1.04], [3.44, -2.99, -0.53], [4.56, -2.85, -0.10], [2.55, -2.07, -0.60], [1.41, -5.29, -1.97], [2.06, -4.03, -2.80], [3.86, -4.85, -1.56], [2.81, -4.99, -0.14], [-2.16, 2.47, 3.27], [-2.29, 2.15, 1.32], [-3.14, 0.37, 1.39], [0.77, 2.72, 0.77], [-0.25, 1.23, 0.79], [-1.49, 1.77, 3.76], [-3.16, 2.33, 3.68], [-1.84, 3.49, 3.47], [-2.38, -0.38, 1.61], [-3.61, 0.12, 0.44], [-3.89, 0.35, 2.18], [1.80, 2.40, 0.82], [0.52, 3.34, 1.63], [0.59, 3.25, -0.15], [-2.18, -0.60, -9.94], [-0.85, -0.62, -9.69], [-0.37, 0.53, -10.17], [-0.34, -1.60, -10.45], [-0.57, -0.83, -8.24], [-1.05, -1.99, -7.64], [-0.84, -2.21, -6.30], [-0.14, -1.27, -5.53], [0.35, -0.11, -6.15], [0.13, 0.10, -7.50], [0.05, -1.49, -4.15], [0.18, -1.70, -2.96], [-1.60, -2.71, -8.23], [-1.21, -3.11, -5.83], [0.91, 0.60, -5.57], [0.51, 0.99, -7.98], [-1.16, 3.76, -3.91], [-2.13, 2.56, -2.72], [-3.40, 3.65, -1.71], [-3.16, 1.41, -3.89], [-0.79, 1.33, -1.58], [-1.87, 4.23, -4.60], [-0.44, 3.17, -4.49], [-0.63, 4.52, -3.35], [-4.03, 4.20, -2.40], [-2.85, 4.35, -1.07], [-4.02, 3.00, -1.08], [-3.73, 2.03, -4.58], [-3.84, 0.79, -3.31], [-2.48, 0.77, -4.45], [1.03, -3.55, 1.82], [1.03, -2.47, 2.35], [1.48, -2.17, 3.59], [1.16, -0.81, 3.98], [0.59, -0.36, 2.65], [0.22, 0.88, 2.47], [0.50, -1.29, 1.78], [2.33, 0.07, 4.36], [2.04, 1.34, 4.86], [3.07, 2.16, 5.30], [4.38, 1.71, 5.25], [4.66, 0.46, 4.73], [3.64, -0.36, 4.28], [0.12, -0.83, 5.10], [-1.24, -0.77, 4.84], [-2.15, -0.79, 5.89], [-1.70, -0.88, 7.20], [-0.34, -0.96, 7.46], [0.57, -0.94, 6.41], [1.80, -2.87, 4.24], [1.02, 1.67, 4.92], [2.84, 3.13, 5.71], [5.18, 2.33, 5.63], [5.68, 0.11, 4.69], [3.87, -1.33, 3.87], [-1.60, -0.73, 3.83], [-3.21, -0.73, 5.69], [-2.40, -0.89, 8.02], [0.02, -1.04, 8.47], [1.63, -1.00, 6.61]]
}

***

Entry 4:
{
  "formula": "C13H25F6O13SV2",
  "method": "ωB97M-V/def2-TZVPD",
  "homo_ev": [-6.9, -8.4],
  "spin_multiplicity": 2,
  "gap_ev": [2.79, 4.27],
  "total_charge": 0,
  "lumo_ev": [-4.09, -4.09],
  "elements": ["O", "V", "O", "O", "V", "O", "C", "F", "F", "F", "S", "O", "O", "O", "C", "O", "C", "C", "O", "C", "H", "H", "H", "H", "H", "H", "H", "H", "H", "H", "C", "O", "C", "C", "O", "C", "H", "H", "H", "H", "H", "H", "H", "H", "H", "H", "C", "C", "O", "C", "O", "C", "F", "F", "F", "H", "H", "H", "H", "H"],
  "xyz": [[2.39, -0.28, -3.46], [2.23, 1.32, -3.45], [1.38, 1.88, -4.69], [-4.53, 0.35, -1.57], [-3.29, 0.04, -2.57], [-2.91, -1.55, -2.48], [0.34, -0.89, 0.03], [1.43, -0.48, 0.79], [0.71, -1.80, -0.90], [-0.61, -1.41, 0.89], [-0.22, 0.70, -0.80], [-1.55, 0.38, -1.32], [-0.27, 1.64, 0.27], [0.75, 1.09, -1.84], [4.21, 0.75, -0.78], [3.42, 1.68, -1.46], [3.40, 2.86, -0.69], [3.02, 3.97, -1.75], [1.94, 3.62, -2.56], [0.69, 4.32, -2.42], [5.15, 1.14, -0.39], [4.46, -0.03, -1.50], [3.69, 0.39, 0.11], [4.32, 3.12, -0.18], [2.61, 2.78, 0.05], [3.79, 4.11, -2.50], [2.77, 4.86, -1.18], [0.03, 4.20, -3.28], [0.81, 5.31, -1.97], [0.02, 3.83, -1.72], [-3.70, -0.67, 1.50], [-4.86, -0.04, 2.01], [-5.83, 0.47, 1.02], [-7.17, 0.80, 1.69], [-8.19, -0.15, 1.30], [-8.11, -1.36, 2.10], [-3.24, 0.03, 0.81], [-3.84, -1.62, 0.99], [-3.10, -0.82, 2.40], [-5.82, -0.38, 0.33], [-5.45, 1.30, 0.43], [-7.60, 1.75, 1.36], [-7.12, 0.91, 2.77], [-8.18, -1.14, 3.17], [-7.22, -1.95, 1.89], [-8.94, -2.00, 1.81], [5.91, -3.81, -0.19], [4.50, -4.00, 0.46], [4.09, -2.83, 1.14], [2.95, -2.89, 2.00], [1.97, -3.67, 2.01], [2.94, -1.61, 2.91], [3.61, -1.99, 4.02], [3.59, -0.61, 2.35], [1.65, -1.19, 3.30], [6.52, -3.12, 0.38], [5.61, -3.35, -1.13], [6.41, -4.77, -0.35], [4.58, -4.82, 1.17], [3.84, -4.37, -0.33]]
}

***

Entry 5:
{
  "formula": "C52H38CdCl3N12O5S2",
  "method": "ωB97M-V/def2-TZVPD",
  "homo_ev": -5.8,
  "gap_ev": 7.45,
  "e_above_lowest_kcal_mol": 15.5,
  "total_charge": -1,
  "lumo_ev": 1.60,
  "elements": ["Cd", "O", "C", "O", "C", "C", "C", "N", "C", "C", "C", "C", "C", "C", "C", "N", "C", "C", "C", "C", "C", "N", "H", "H", "H", "H", "H", "H", "H", "H", "H", "H", "C", "C", "C", "C", "C", "C", "C", "S", "O", "O", "N", "C", "C", "C", "C", "C", "N", "H", "H", "H", "H", "H", "H", "H", "H", "H", "H", "H", "Cl", "C", "C", "C", "C", "C", "C", "N", "C", "C", "N", "C", "O", "C", "C", "C", "Cl", "S", "C", "C", "C", "Cl", "C", "H", "H", "H", "H", "H", "H", "H", "H", "H", "H", "H", "H", "H", "N", "C", "C", "C", "C", "C", "N", "C", "H", "H", "H", "H", "N", "C", "N", "C", "N"],
  "xyz": [[0.77, 0.51, -0.18], [4.47, 4.87, 3.80], [4.63, 4.84, 2.56], [5.13, 5.66, 1.78], [4.09, 3.55, 1.89], [3.69, 2.46, 2.64], [3.07, 1.38, 2.01], [2.86, 1.36, 0.69], [3.34, 2.37, -0.05], [3.94, 3.48, 0.52], [3.24, 2.22, -1.53], [3.81, 3.13, -2.41], [3.72, 2.91, -3.77], [3.07, 1.77, -4.22], [2.53, 0.92, -3.28], [2.60, 1.13, -1.97], [2.66, 0.19, 2.80], [2.45, 0.29, 4.17], [2.17, -0.85, 4.89], [2.11, -2.07, 4.22], [2.28, -2.05, 2.84], [2.54, -0.96, 2.14], [3.84, 2.49, 3.70], [4.30, 4.32, -0.06], [4.33, 4.01, -2.03], [4.16, 3.62, -4.46], [2.98, 1.56, -5.28], [2.01, 0.02, -3.58], [2.47, 1.25, 4.66], [2.00, -0.80, 5.96], [1.91, -2.99, 4.73], [2.21, -2.97, 2.28], [0.12, 7.37, 5.33], [-0.12, 6.11, 4.54], [0.95, 5.41, 3.99], [0.72, 4.27, 3.24], [-0.58, 3.81, 3.04], [-1.66, 4.50, 3.58], [-1.42, 5.64, 4.33], [-0.84, 2.32, 2.13], [-0.19, 1.25, 2.86], [-2.26, 2.20, 1.92], [-0.01, 2.43, 0.77], [-0.42, 3.22, -0.29], [-1.31, 4.30, -0.22], [-1.62, 4.97, -1.38], [-1.06, 4.57, -2.59], [-0.20, 3.50, -2.56], [0.12, 2.83, -1.45], [1.16, 7.46, 5.61], [-0.49, 7.38, 6.24], [-0.16, 8.25, 4.75], [1.97, 5.73, 4.15], [1.55, 3.72, 2.81], [-2.66, 4.13, 3.41], [-2.25, 6.18, 4.76], [-1.75, 4.59, 0.72], [-2.32, 5.80, -1.35], [-1.30, 5.07, -3.52], [0.27, 3.14, -3.48], [-2.54, -7.61, 1.93], [-2.18, -6.76, 0.46], [-2.82, -5.58, 0.18], [-2.49, -4.91, -0.99], [-1.54, -5.40, -1.89], [-1.34, -4.64, -3.18], [0.08, -4.17, -3.51], [0.69, -3.35, -2.49], [1.60, -3.76, -1.54], [1.94, -2.64, -0.83], [1.26, -1.56, -1.34], [0.49, -2.02, -2.30], [-1.76, -5.41, -4.31], [-3.05, -5.08, -4.84], [-3.07, -3.70, -5.43], [-3.60, -2.60, -4.82], [-4.48, -2.55, -3.35], [-3.35, -1.15, -5.71], [-2.51, -2.02, -6.93], [-2.44, -3.35, -6.66], [-0.93, -6.61, -1.57], [0.26, -7.33, -2.62], [-1.22, -7.29, -0.40], [-3.55, -5.17, 0.86], [-2.97, -3.96, -1.21], [-1.95, -3.74, -3.09], [0.01, -3.60, -4.44], [0.73, -5.02, -3.70], [1.93, -4.78, -1.48], [2.64, -2.52, -0.03], [-0.19, -1.44, -2.89], [-3.83, -5.18, -4.08], [-3.22, -5.83, -5.62], [-2.12, -1.49, -7.79], [-1.96, -4.07, -7.30], [-0.72, -8.21, -0.17], [-3.36, -0.28, 5.04], [-2.78, -0.90, 4.27], [-2.06, -1.75, 3.35], [-1.78, -3.06, 3.71], [-1.09, -3.86, 2.82], [-0.69, -3.30, 1.61], [-0.95, -2.05, 1.26], [-1.65, -1.29, 2.10], [-2.10, -3.44, 4.68], [-0.86, -4.89, 3.05], [-0.13, -3.89, 0.90], [-1.90, -0.29, 1.78], [-5.33, 2.07, -1.64], [-4.27, 1.66, -1.86], [-3.11, 1.19, -2.22], [-2.16, 0.69, -1.54], [-1.25, 0.15, -1.04]]
}

***

Entry 6:
{
  "formula": "C10H20Cl2N2OP",
  "method": "ωB97M-V/def2-TZVPD",
  "homo_ev": -2.6,
  "gap_ev": 4.85,
  "e_above_lowest_kcal_mol": 9.8,
  "total_charge": -1,
  "lumo_ev": 2.24,
  "elements": ["C", "C", "P", "C", "C", "N", "C", "Cl", "C", "C", "Cl", "H", "H", "H", "H", "H", "H", "H", "H", "H", "H", "H", "H", "H", "C", "O", "N", "C", "C", "H", "H", "H", "H", "H", "H", "H"],
  "xyz": [[-0.27, -0.60, -1.01], [0.79, -0.22, -2.07], [0.49, 1.26, -3.16], [1.32, 2.67, -2.31], [1.12, 2.79, -0.77], [-1.14, 1.53, -3.54], [-1.95, 2.13, -2.67], [-1.72, 3.92, -2.27], [-3.05, 1.61, -2.07], [-3.98, 2.34, -1.13], [-3.54, -0.03, -2.40], [-0.96, -1.29, -1.47], [-0.79, 0.26, -0.61], [0.19, -1.13, -0.18], [0.98, -1.06, -2.73], [1.73, -0.02, -1.54], [1.06, 3.60, -2.81], [2.39, 2.50, -2.47], [1.10, 3.85, -0.50], [0.13, 2.43, -0.53], [1.88, 2.26, -0.21], [-4.64, 2.98, -1.71], [-4.61, 1.61, -0.63], [-3.43, 2.91, -0.39], [1.44, -1.59, 2.82], [0.98, -1.21, 1.77], [1.42, -2.88, 3.24], [1.98, -3.29, 4.50], [0.81, -3.87, 2.37], [1.93, -0.91, 3.54], [2.78, -4.02, 4.34], [1.21, -3.74, 5.13], [2.40, -2.43, 5.02], [1.32, -3.89, 1.41], [-0.24, -3.61, 2.19], [0.87, -4.85, 2.84]]
}

***

Entry 7:
{
  "formula": "C4H30BO23",
  "method": "ωB97M-V/def2-TZVPD",
  "homo_ev": -8.3,
  "gap_ev": 10.45,
  "e_above_lowest_kcal_mol": 18.5,
  "total_charge": -1,
  "lumo_ev": 2.11,
  "elements": ["O", "C", "O", "B", "O", "C", "O", "O", "C", "O", "C", "O", "O", "O", "H", "H", "O", "H", "H", "O", "H", "H", "O", "H", "H", "O", "H", "H", "O", "H", "H", "O", "H", "H", "O", "H", "H", "O", "H", "H", "O", "H", "H", "O", "H", "H", "O", "H", "H", "O", "H", "H", "O", "H", "H", "O", "H", "H"],
  "xyz": [[-2.47, 2.90, -2.38], [-1.92, 2.02, -1.78], [-1.09, 2.15, -0.77], [-0.59, 0.82, -0.37], [-1.28, -0.13, -1.24], [-2.08, 0.51, -2.08], [-2.77, 0.01, -2.91], [-0.87, 0.48, 1.03], [0.16, -0.18, 1.51], [0.20, -0.79, 2.53], [1.35, 0.09, 0.55], [0.88, 0.76, -0.49], [2.48, -0.26, 0.74], [-4.34, -2.80, -1.24], [-3.40, -2.92, -1.10], [-4.40, -2.17, -1.97], [-2.51, -0.84, 3.76], [-3.05, -1.51, 4.20], [-2.23, -1.25, 2.93], [0.71, 1.66, 4.32], [-0.19, 1.33, 4.49], [1.03, 1.95, 5.18], [1.81, -2.49, 4.30], [0.87, -2.25, 4.27], [2.02, -2.54, 5.24], [0.63, -2.19, -2.70], [0.11, -2.35, -3.50], [0.61, -1.24, -2.58], [3.19, 0.14, 4.15], [2.48, 0.70, 4.50], [2.69, -0.60, 3.77], [-0.18, 4.86, -2.61], [-0.59, 5.66, -2.28], [-0.82, 4.16, -2.41], [-3.98, 3.28, -4.89], [-3.96, 2.90, -4.01], [-4.86, 3.67, -4.99], [-4.14, -1.52, -5.36], [-3.86, -1.35, -6.26], [-3.77, -0.79, -4.84], [2.77, 2.92, 1.05], [2.81, 2.61, 0.13], [3.45, 2.41, 1.50], [-2.05, -2.34, 0.83], [-1.18, -2.70, 1.08], [-1.84, -1.50, 0.40], [4.17, -2.64, 1.06], [4.49, -2.10, 1.79], [3.41, -2.14, 0.73], [0.50, -3.49, 1.64], [0.48, -4.35, 2.06], [1.06, -2.94, 2.20], [4.80, -0.09, -1.06], [4.01, -0.06, -0.50], [4.87, -1.01, -1.32], [2.49, 2.61, -2.01], [2.07, 1.73, -1.95], [1.82, 3.21, -2.34]]
}